# 1
Computed, not measured: a structure of composition C10H7ClN2 in a non-equilibrium geometry, with ωB97M-V/def2-TZVPD.

The total energy comes out at -25985.0158 eV. The calculation puts the gap between HOMO and LUMO at 9.5 eV. For the lowest unoccupied orbital energy, the calculation gives 0.0221 Eh. As for the charge: 0.

Each line ends with the Mulliken charge.
Geometry (Å):
1 Cl 3.5464 0.2003 -0.1468  -0.17
2 N -0.0184 3.3751 -1.8902  -0.67
3 N -0.0286 1.4290 -0.8722  0.16
4 C -1.2869 -1.8881 0.1937  -0.54
5 C 1.1770 2.0311 -0.6348  0.00
6 C 0.9104 -1.4558 1.0806  -0.42
7 C -0.1999 0.1713 -0.3035  0.34
8 C 1.1882 3.2280 -1.2609  -0.63
9 C 2.0278 0.7649 0.5132  0.19
10 C -1.3004 -0.6564 -0.4434  -0.70
11 C -0.7195 2.3020 -1.6467  0.03
12 C -0.1978 -2.2800 0.9560  -0.61
13 C 0.9129 -0.2205 0.4612  0.32
14 H -2.1506 -0.3536 -1.0341  0.36
15 H -0.2040 -3.2332 1.4607  0.38
16 H 1.7671 -1.7726 1.6551  0.40
17 H -2.1256 -2.5556 0.0790  0.38
18 H 1.9424 3.9820 -1.3164  0.42
19 H 2.1752 1.2815 1.4563  0.41
20 H -1.7128 2.1327 -2.0067  0.34

# 2
Computed, not measured: a structure of composition C10H7F5O8PdS2, with ωB97M-V/def2-TZVPD.

The total energy comes out at -65598.1232 eV. The calculation puts the gap between HOMO and LUMO at 7.6 eV. For the lowest unoccupied orbital energy, the calculation gives -0.0994 Eh. As for the charge: 0.

Each line ends with the Mulliken charge.
Geometry (Å):
1 Pd 0.0622 1.0985 -0.3469  0.31
2 S -0.7917 -1.1191 -1.6592  1.64
3 S 2.4620 -0.9066 -0.2909  1.47
4 F 0.5510 4.3908 -2.7864  -0.25
5 F 2.1125 2.8341 -1.1204  -0.19
6 F 0.6986 2.3026 -3.3374  -0.19
7 F 0.4381 3.8076 -0.1828  -0.22
8 F -1.1221 3.0593 -2.4321  -0.21
9 O -1.1479 -1.8817 -2.8021  -0.65
10 O 0.2163 -0.0158 -1.9964  -0.45
11 O 2.7317 -1.1512 -1.6703  -0.64
12 O 3.5205 -1.0351 0.6620  -0.69
13 O 1.8975 0.5264 -0.0600  -0.58
14 O -1.8438 -0.4454 -0.8986  -0.67
15 O -0.1504 1.7235 1.5205  -0.60
16 O -1.7594 2.1525 0.1453  -0.58
17 C 0.1980 3.1449 -2.4558  0.60
18 C -2.2085 2.4983 2.5013  -1.18
19 C 1.1705 -2.0324 0.2027  0.23
20 C 1.5008 -2.8890 1.2484  -0.45
21 C -0.5817 -4.0517 0.9933  -0.60
22 C 0.8107 2.8782 -1.0383  1.02
23 C 0.6330 -3.8923 1.6412  -0.58
24 C -0.9312 -3.1946 -0.0335  -1.13
25 C -1.3628 2.1248 1.3399  1.27
26 C -0.0635 -2.1840 -0.4354  0.54
27 H -2.9551 3.2276 2.1977  0.35
28 H 2.4579 -2.7592 1.7322  0.54
29 H -1.8846 -3.2988 -0.5345  0.42
30 H -1.5868 2.8817 3.3064  0.35
31 H -2.7208 1.6001 2.8495  0.30
32 H 0.9097 -4.5551 2.4499  0.39
33 H -1.2610 -4.8390 1.2909  0.40

# 3
Computed, not measured: the molecule C10H7N5 in a non-equilibrium geometry, with ωB97M-V/def2-TZVPD.

The total energy comes out at -17934.1989 eV. The calculation puts the gap between HOMO and LUMO at 8.9 eV. For the lowest unoccupied orbital energy, the calculation gives -0.0133 Eh. As for the charge: 0. As for the SMILES: c1ccc(-c2nc3ncncc3[nH]2)nc1.

Each line ends with the Mulliken charge.
Geometry (Å):
1 N -1.2966 0.3216 0.2135  -0.10
2 N -2.7162 3.6461 -0.5794  -0.58
3 N 0.0664 -2.1958 0.8686  -0.47
4 N -0.4447 3.3295 -1.1316  -0.60
5 N 0.4854 1.1726 -0.7164  -0.66
6 C 2.0881 -3.4955 0.7752  -0.35
7 C 0.0047 0.0928 -0.1524  -0.02
8 C 0.7165 -1.1602 0.2415  0.68
9 C -1.6738 1.6129 -0.1771  0.41
10 C 2.0610 -1.2856 -0.1403  -0.39
11 C -2.7917 2.4089 -0.1720  -0.49
12 C 2.7454 -2.4571 0.1010  -0.42
13 C -1.5366 4.0755 -1.0363  -0.11
14 C -0.5211 2.1021 -0.6789  0.72
15 C 0.7651 -3.3276 1.1295  -0.14
16 H 2.5649 -0.4304 -0.5791  0.41
17 H 2.5849 -4.4307 1.0026  0.36
18 H -1.5185 5.1412 -1.2956  0.36
19 H 0.2777 -4.1689 1.6518  0.35
20 H -1.8917 -0.3976 0.6147  0.25
21 H -3.7340 2.0671 0.2573  0.38
22 H 3.7650 -2.6211 -0.1967  0.41